[1]
ORCA calculation (ωB97M-V with the def2-TZVPD basis set) on a single ClH3N2S molecule at a distorted geometry.

## Properties
energy above the lowest of the compared OMol25 structures with the same formula, charge and spin = 2.35 kcal/mol
gap between HOMO and LUMO = 0.3516 Ha
DFT total energy = -969.63096 hartree

```
! wB97M-V def2-TZVPD RIJCOSX def2/J DEFGRID3
* xyz 0 1
H 0.1082 -2.3713 0.0407
H -0.8602 1.6830 -0.8821
N -0.3657 -1.4802 0.4251
H -0.7975 1.2475 0.7378
Cl 2.1549 0.2324 0.3779
S 0.1834 -0.4053 -0.5146
N -0.4230 1.0938 -0.1848
*
```

***

[2]
ORCA calculation (ωB97M-V with the def2-TZVPD basis set) on 2 unconnected molecules or ions with the total composition C2H4INO at a distorted geometry.

## Properties
energy above the lowest of the compared OMol25 structures with the same formula, charge and spin = 132.54 kcal/mol
gap between HOMO and LUMO = 0.2903 Ha
DFT total energy = -506.06294 hartree

```
! wB97M-V def2-TZVPD RIJCOSX def2/J DEFGRID3
* xyz 0 1
O -0.1987 -1.0724 -0.7551
C 1.0961 -1.0982 -0.5262
I 1.8869 -2.9364 -0.3155
H 0.4820 1.7407 0.8373
H -0.1769 1.0690 -1.0241
C -0.7496 0.1778 -0.6552
H -1.8883 0.0985 -0.4170
H -0.6687 1.2096 1.6911
N 0.2172 0.8113 1.1647
*
```

***

[3]
ORCA calculation (ωB97M-V with the def2-TZVPD basis set) on a gas-phase ion, C7H11N3O4P (charge -1) at a distorted geometry.

## Properties
energy above the lowest of the compared OMol25 structures with the same formula, charge and spin = 13.92 kcal/mol
gap between HOMO and LUMO = 0.2394 Ha
SMILES string = CCN(C(=O)/N=C/C(=O)O)/C([O-])=N/PC
DFT total energy = -1079.95240 hartree

```
! wB97M-V def2-TZVPD RIJCOSX def2/J DEFGRID3
* xyz -1 1
C 3.0178 -0.8673 1.3973
H -0.0224 0.9753 -3.0520
H -1.4918 -2.8237 3.4380
N 1.4028 0.3112 0.2157
C -1.1160 1.2286 -2.9652
C -1.0440 2.0807 -1.6578
H -0.9057 -3.2295 0.5232
N -0.9426 -0.9036 0.0011
O -2.4576 0.7512 0.3547
H -1.7588 0.4108 -2.7327
H -0.3802 3.0147 -1.7726
O 1.9492 -1.5885 1.5728
N -0.4607 1.2373 -0.6578
H 3.3783 0.8909 -0.2606
H -1.4577 -1.0706 3.1923
O 1.5178 2.0790 -1.2751
H -1.4534 1.8025 -3.8209
H -2.2259 2.4215 -1.3337
H 1.3065 -1.4208 0.9007
C -1.4192 0.2901 0.0006
H -0.1130 -2.0130 2.6743
C 2.6867 0.2332 0.4104
P -1.7916 -2.1158 0.8599
C -1.1519 -1.9294 2.7124
C 0.8648 1.2691 -0.6475
O 4.0686 -1.0340 1.9226
*
```

***

[4]
ORCA calculation (ωB97M-V with the def2-TZVPD basis set) on a single C6H6O3S molecule at a distorted geometry.

## Properties
energy above the lowest of the compared OMol25 structures with the same formula, charge and spin = 99.69 kcal/mol
gap between HOMO and LUMO (spin up / spin down) = 0.3084 / 0.3084 Ha
SMILES string = CC1=CS(=O)(=O)OC=C=C1
DFT total energy = -855.96578 hartree

```
! wB97M-V def2-TZVPD RIJCOSX def2/J DEFGRID3
* xyz 0 1
C -1.1355 0.3168 -0.7562
H -1.5962 2.4961 1.8816
H -0.9526 -2.4215 -1.8989
O 0.4320 2.2777 1.2523
C -0.4190 -2.1570 -0.9930
H -1.7426 0.1014 -1.6658
H 1.5025 -1.3513 0.4460
O 2.1233 1.8239 -0.4715
C -1.3594 1.3168 0.0728
C 0.8871 -0.4219 0.2325
S 1.5526 1.1677 0.6563
C -0.2270 -0.7369 -0.5145
H 0.6104 -2.7370 -1.0391
O 2.2797 0.8733 1.8306
C -0.9081 1.9818 1.1190
H -1.0473 -2.5298 -0.1522
*
```

***

[5]
ORCA calculation (ωB97M-V with the def2-TZVPD basis set) on a molecular structure, C24H22IrN5O3S at a distorted geometry.

## Properties
gap between HOMO and LUMO (spin up / spin down) = 0.2576 / 0.2063 Ha
DFT total energy = -1929.54637 hartree

```
! wB97M-V def2-TZVPD RIJCOSX def2/J DEFGRID3
* xyz 1 2
H -3.9337 -1.3149 5.1949
H 5.3524 1.0045 2.0856
S 2.3212 0.5477 1.8694
H -2.5310 -2.2374 -2.3429
C -0.4796 -2.5721 1.1260
H 1.9892 3.2479 -1.9924
C 1.8158 -3.7805 0.4292
C 0.1957 5.1861 -4.1104
H 0.7606 -5.6401 0.5186
H -5.6705 -1.2626 3.4099
H -5.0161 -0.6423 1.1212
H -1.9392 5.1423 -4.3261
C -4.6437 -1.0094 3.1870
C -2.9553 -0.3176 1.5786
H 2.2930 5.0249 -3.6876
H -2.1331 -0.5071 -2.4359
N -1.5239 1.5932 -1.0286
O -0.6894 0.0229 2.4870
C -1.9764 -0.3272 2.5931
C 1.3026 4.6563 -3.4577
H 6.0402 -1.2845 -0.5673
C -3.6695 -1.0378 4.1826
C 3.2794 -0.4718 0.9267
H 4.7847 1.8331 0.6230
H 4.0215 -3.0731 -0.8989
C -2.3647 -0.7109 3.8895
N 2.9376 -1.6740 0.3747
H -1.3896 -4.4869 1.1903
H -3.5224 0.4941 -0.3422
C 5.0375 -1.2797 -0.1798
N -1.4898 0.7064 -0.0687
C -2.7038 -0.0744 0.1108
C -4.2718 -0.6566 1.9095
O -2.5403 -1.3071 -0.5457
C -0.1451 3.1888 -2.2202
C -1.2571 3.7248 -2.8791
N 4.5599 -0.2443 0.6015
Ir 0.2570 0.3029 0.7597
C -0.4759 -3.9439 1.0002
N 0.5899 -1.7880 0.9110
C -1.0814 4.7223 -3.8193
C 1.1370 3.6622 -2.5124
H 2.7593 -4.2463 0.1989
C 0.6979 -4.5667 0.6312
H -1.6005 -0.7175 4.6548
C -0.3193 2.1433 -1.2301
C 5.2945 0.9488 1.0008
H 6.2958 0.8878 0.5852
O 0.7099 1.7255 -0.5377
H -2.2449 3.3557 -2.6431
H 0.3295 5.9659 -4.8482
C 4.0428 -2.1632 -0.3330
H -1.3920 -2.0737 1.3934
C 1.7386 -2.4030 0.5729
H -3.8156 -1.0206 -2.1590
C -2.7679 -1.2518 -1.9509
*
```

***

[6]
ORCA calculation (ωB97M-V with the def2-TZVPD basis set) on 2 unconnected molecules or ions with the total composition C4H11NO at a distorted geometry.

## Properties
energy above the lowest of the compared OMol25 structures with the same formula, charge and spin = 53.29 kcal/mol
gap between HOMO and LUMO = 0.3348 Ha
SMILES string = C=C(C)NC.O
DFT total energy = -288.93210 hartree

```
! wB97M-V def2-TZVPD RIJCOSX def2/J DEFGRID3
* xyz 0 1
O 1.8921 -1.4753 -3.9290
H -0.3512 -1.6301 -0.8019
H -0.4341 -0.5936 2.5496
C -1.8180 0.7022 -0.0188
H -2.2412 1.3483 0.7507
H -1.8902 1.2702 -0.9485
H -0.6593 0.9969 3.1631
H 1.2479 -0.7087 -0.4415
H 0.9775 0.4088 3.0885
H 2.8413 -1.5834 -3.7944
C 0.1693 -0.7303 -0.5331
H 1.7835 -0.5155 -3.8722
H -2.5778 -0.0671 -0.2168
H 1.2251 0.9973 1.0174
C -0.4236 0.2258 0.1964
C 0.0247 0.4008 2.5622
N 0.2341 0.9535 1.2283
*
```